[1]
ORCA calculation (the ωB97M-V functional and the def2-TZVPD basis) on a structure of composition C24H28N2O3P2Sc.

Each line ends with the Löwdin charge.
Atoms and positions in Å:
C  -1.768  2.931  -3.695  -0.044
C  -1.465  1.680  -3.161  -0.227
C  -0.104  1.242  -3.210  -0.233
C  0.917  2.190  -3.462  -0.158
C  0.584  3.474  -3.922  -0.024
C  -0.758  3.816  -4.092  -0.070
C  2.223  1.803  -2.851  -0.074
C  2.589  0.397  -3.201  -0.160
C  1.529  -0.517  -2.970  -0.242
C  1.831  -1.889  -2.687  -0.225
C  3.135  -2.329  -2.905  -0.040
C  4.161  -1.436  -3.248  -0.069
C  3.902  -0.071  -3.350  -0.027
H  -2.813  3.225  -3.769  0.115
H  1.385  4.185  -4.152  0.119
H  -1.029  4.791  -4.510  0.111
H  3.025  2.528  -3.019  0.139
H  3.357  -3.384  -2.780  0.115
H  5.169  -1.817  -3.420  0.109
H  4.704  0.647  -3.553  0.120
N  0.239  -0.027  -2.753  0.000
Sc  0.650  0.381  -0.399  0.781
C  -2.477  0.844  -2.419  -0.277
H  -2.473  -0.184  -2.807  0.094
H  -3.478  1.286  -2.500  0.097
C  0.775  -2.775  -2.076  -0.272
H  -0.144  -2.739  -2.678  0.097
H  1.143  -3.804  -1.988  0.095
P  -2.081  0.718  -0.604  0.850
P  0.275  -2.275  -0.356  0.840
C  1.555  -3.114  0.627  -0.237
H  1.251  -3.107  1.683  0.057
H  1.655  -4.151  0.275  0.061
H  2.512  -2.586  0.529  0.052
C  -1.161  -3.358  -0.083  -0.237
H  -0.827  -4.406  -0.078  0.066
H  -1.620  -3.116  0.885  0.046
H  -1.901  -3.208  -0.880  0.051
C  -2.497  2.406  -0.046  -0.225
H  -3.312  2.813  -0.662  0.063
H  -2.818  2.359  1.003  0.058
H  -1.618  3.063  -0.117  0.034
C  -3.520  -0.251  -0.039  -0.241
H  -3.478  -0.371  1.051  0.043
H  -4.455  0.260  -0.312  0.068
H  -3.504  -1.246  -0.504  0.044
C  -0.558  -0.275  1.580  -0.113
O  -1.071  -0.604  2.565  0.130
H  1.958  1.730  -1.688  0.104
O  0.661  4.315  0.025  0.106
C  1.555  3.565  0.368  -0.424
C  2.981  3.863  0.813  -0.059
C  3.685  2.508  0.908  -0.053
C  2.572  1.530  0.662  -0.444
O  2.587  0.245  0.587  -0.058
N  1.411  2.165  0.369  0.011
H  3.462  4.548  0.102  0.137
H  2.948  4.367  1.787  0.137
H  4.471  2.399  0.144  0.143
H  4.150  2.333  1.884  0.139

The energy above the lowest of the compared OMol25 structures with the same formula, charge and spin comes out at 0.000 eV. For the HOMO energy, the calculation gives -9.81 eV. The calculation puts the gap between HOMO and LUMO at 6.1 eV. The value obtained for the molecular weight is 499.40 g mol⁻¹. Its charge is +1. The total energy comes out at -2709.93467 hartree.

=====

[2]
ORCA calculation (the ωB97M-V functional and the def2-TZVPD basis) on the ion C5H9FN with charge +1.

Each line ends with the Löwdin charge.
Atoms and positions in Å:
C  -1.145  1.284  0.467  -0.011
C  -2.252  1.557  0.887  -0.003
C  0.195  1.282  0.050  -0.115
C  1.141  -0.897  0.793  -0.018
C  -0.258  -1.026  -1.220  0.055
N  0.687  -0.112  -0.351  -0.137
F  -3.527  1.570  1.208  0.147
H  0.746  -0.535  1.705  0.095
H  0.296  1.899  -0.803  0.137
H  0.900  1.582  0.757  0.126
H  2.271  -0.863  0.858  0.142
H  0.836  -1.935  0.846  0.107
H  -1.002  -0.422  -1.888  0.150
H  0.384  -1.667  -1.807  0.101
H  -0.801  -1.685  -0.625  0.068
H  1.529  -0.031  -0.876  0.156

The energy above the lowest of the compared OMol25 structures with the same formula, charge and spin comes out at 2.602 eV. For the HOMO energy, the calculation gives -14.56 eV. The calculation puts the gap between HOMO and LUMO at 11.1 eV. The value obtained for the molecular weight is 102.13 g mol⁻¹. Its charge is +1. The total energy comes out at -350.14864 hartree.

=====

[3]
ORCA calculation (the ωB97M-V functional and the def2-TZVPD basis) on a structure of composition C4H11N3.

Each line ends with the Löwdin charge.
Atoms and positions in Å:
C  0.161  0.065  0.484  -0.276
C  0.957  -0.971  1.240  0.090
C  -0.296  2.448  0.178  0.048
C  0.172  -1.756  -1.615  0.328
N  -1.929  -0.485  -0.213  0.355
N  0.431  1.273  0.633  0.171
N  -0.714  -0.568  -0.335  -0.013
H  0.291  -1.839  1.450  0.150
H  1.758  -1.143  0.650  0.078
H  1.291  -0.395  2.070  0.111
H  -1.225  2.227  -0.266  0.088
H  0.251  3.119  -0.473  0.128
H  -0.532  3.089  1.001  0.122
H  -0.787  -1.902  -2.175  0.117
H  0.693  -2.518  -1.070  0.091
H  0.748  -1.024  -2.059  0.062
H  -2.440  -1.104  -0.820  0.135
H  1.168  1.485  1.321  0.215

The energy above the lowest of the compared OMol25 structures with the same formula, charge and spin comes out at 4.805 eV. For the HOMO energy, the calculation gives -21.15 eV. The calculation puts the gap between HOMO and LUMO at 10.3 eV. The value obtained for the molecular weight is 101.15 g mol⁻¹. Its charge is +2. The total energy comes out at -322.45018 hartree.

=====

[4]
ORCA calculation (the ωB97M-V functional and the def2-TZVPD basis) on a structure of composition C30H41B2CaCl2F19N3O11P.

Each line ends with the Löwdin charge.
Atoms and positions in Å:
C  -4.009  0.475  2.429  -0.094
C  -4.521  -0.811  1.719  -0.240
C  -3.361  -1.819  1.726  -0.241
C  -3.504  -3.029  0.791  -0.304
C  -4.635  -2.905  -0.258  -0.063
C  -2.216  -3.613  0.144  -0.177
C  -1.162  -4.001  1.237  -0.025
N  0.069  -4.222  0.363  0.039
C  0.198  -5.534  -0.358  -0.080
O  -0.712  -6.484  0.127  -0.082
O  0.028  -7.568  0.661  0.022
B  1.172  -4.485  1.411  -0.679
O  0.861  -5.069  2.612  0.221
O  2.524  -4.244  1.165  -0.055
C  3.394  -5.258  1.742  -0.010
C  0.117  -2.912  -0.411  -0.276
C  0.766  -1.758  0.443  -0.205
C  0.598  -0.325  -0.114  -0.095
C  1.506  0.792  0.489  -0.356
F  0.957  1.266  1.573  0.146
F  2.815  0.311  0.929  -0.152
C  1.847  1.903  -0.553  -0.344
F  2.813  2.632  0.013  0.184
F  2.449  1.235  -1.575  0.122
C  0.639  2.750  -0.979  -0.320
F  0.285  3.428  0.126  0.196
F  -0.454  2.021  -1.307  0.152
C  0.859  3.833  -2.072  -0.346
F  -0.145  4.698  -1.972  0.197
F  1.941  4.550  -1.720  0.192
C  1.074  3.406  -3.549  -0.337
F  2.370  3.006  -3.651  0.149
F  1.038  4.508  -4.298  0.203
C  0.234  2.291  -4.215  -0.292
F  0.588  1.099  -3.641  0.100
F  0.719  2.177  -5.462  0.166
C  -1.337  2.326  -4.328  -0.302
F  -1.663  2.082  -5.604  0.165
F  -1.839  1.260  -3.654  0.102
C  -2.177  3.566  -3.888  -0.540
F  -2.514  3.536  -2.608  0.196
F  -1.691  4.726  -4.273  0.225
F  -3.359  3.430  -4.546  0.151
O  1.181  -3.214  -1.337  -0.104
C  1.165  -2.577  -2.610  -0.229
C  2.599  -2.048  -2.899  -0.024
C  -1.357  -2.855  -0.953  -0.353
N  -1.536  -3.827  -2.111  0.051
P  -2.093  -1.310  -1.706  0.809
O  -2.802  -0.389  -0.799  -0.369
H  -3.311  0.253  3.234  0.053
H  -4.831  1.137  2.730  0.048
H  -3.457  1.022  1.653  0.069
H  -5.338  -1.202  2.334  0.111
H  -4.841  -0.481  0.736  0.084
H  -3.165  -2.126  2.756  0.106
H  -2.474  -1.281  1.418  0.013
H  -3.841  -3.838  1.460  0.140
H  -4.806  -1.902  -0.639  0.058
H  -5.568  -3.224  0.211  0.091
H  -4.451  -3.586  -1.101  0.070
H  -2.522  -4.589  -0.241  0.137
H  -0.978  -3.314  2.070  0.093
H  -1.577  -4.870  1.743  0.146
H  0.081  -5.492  -1.436  0.153
H  1.192  -5.965  -0.169  0.152
H  -0.536  -7.871  1.391  0.132
H  0.870  -6.028  2.441  0.129
H  4.316  -5.321  1.160  0.106
H  3.673  -4.953  2.752  0.111
H  2.945  -6.249  1.729  0.104
H  1.851  -1.935  0.351  -0.022
H  0.424  -1.704  1.681  -0.111
H  -0.415  -0.004  0.163  0.107
H  0.669  -0.256  -1.201  0.086
H  0.949  -3.302  -3.402  0.123
H  0.493  -1.729  -2.727  0.077
H  3.283  -2.520  -2.189  0.067
H  2.634  -0.972  -2.702  0.060
H  2.876  -2.194  -3.940  0.088
H  -1.180  -3.421  -2.976  0.063
H  -2.543  -3.892  -2.223  0.068
H  -3.024  -1.752  -2.680  0.056
H  -1.127  -0.557  -2.423  0.013
B  1.241  8.027  -3.015  -1.068
O  1.289  9.496  -2.794  0.213
C  0.754  9.760  -1.613  -0.414
O  0.639  10.854  -1.131  0.130
C  0.311  8.451  -0.973  -0.412
O  -0.214  8.326  0.101  0.126
O  0.600  7.457  -1.798  0.183
F  2.531  7.510  -3.163  0.128
F  0.473  7.725  -4.145  0.126
N  4.511  0.697  5.491  0.050
C  4.088  0.826  4.240  -0.221
C  3.938  2.028  3.575  -0.089
C  4.249  3.200  4.268  -0.071
C  4.697  3.107  5.562  -0.146
C  4.821  1.821  6.144  -0.349
H  3.861  -0.121  3.749  0.023
H  3.589  2.059  2.552  0.062
H  4.144  4.165  3.790  0.111
H  4.952  3.987  6.128  0.086
H  5.144  1.695  7.160  0.010
Ca  3.576  -1.715  1.240  1.588
O  -7.019  1.801  3.448  -0.056
H  -7.593  2.450  3.029  0.039
H  -7.200  1.898  4.388  0.039
Cl  -0.487  -0.895  2.809  0.169
Cl  7.120  2.465  6.745  -0.129

For the HOMO energy, the calculation gives -6.45 eV. The calculation puts the gap between HOMO and LUMO at 2.4 eV. The value obtained for the molecular weight is 1144.21 g mol⁻¹. Its charge is 0. The total energy comes out at -6046.03216 hartree.

=====

[5]
ORCA calculation (the ωB97M-V functional and the def2-TZVPD basis) on a cluster of 2 separate species, C5H15NOSi2 in total.

Each line ends with the Löwdin charge.
Atoms and positions in Å:
C  -1.548  1.662  1.668  -0.227
C  -0.984  1.479  0.313  -0.365
C  2.633  -0.374  -0.910  -0.105
C  2.555  1.284  0.679  -0.173
C  -0.909  -0.313  -2.489  -0.198
N  2.824  -0.037  0.272  -0.092
O  -0.916  -1.658  -0.013  -0.478
Si  -1.575  -2.906  0.878  0.547
Si  -0.910  -0.060  -0.557  0.659
H  -1.711  2.751  1.745  0.071
H  -2.482  1.059  1.880  0.085
H  -0.771  2.299  -0.383  0.027
H  -0.729  1.433  2.326  0.043
H  2.821  -1.400  -1.185  0.064
H  2.523  0.420  -1.692  0.089
H  3.422  1.537  1.308  0.087
H  2.334  1.980  -0.083  0.056
H  1.697  1.328  1.345  0.061
H  -0.038  -0.822  -2.825  -0.016
H  -1.807  -0.833  -2.835  0.013
H  -0.958  0.722  -3.094  0.076
H  -1.791  -4.222  0.266  -0.074
H  -2.898  -2.528  1.331  -0.081
H  -0.784  -2.803  2.054  -0.072

The energy above the lowest of the compared OMol25 structures with the same formula, charge and spin comes out at 2.059 eV. For the HOMO energy, the calculation gives -7.56 eV. The calculation puts the gap between HOMO and LUMO at 8.1 eV. The value obtained for the molecular weight is 161.35 g mol⁻¹. Its charge is 0. The total energy comes out at -908.42158 hartree.